Entry 1:
Density functional theory data (ωB97M-V/def2-TZVPD) for a 4-piece molecular cluster, C16H37BNO5S overall.

The frontier orbital gap is 8.1 eV. As for the charge: +1. The calculation puts the max |F| at 4.34 eV/A.

Cartesian coordinates (Å):
N: -2.8425 -4.2437 -0.5371
C: -1.5302 -3.4973 -0.2318
C: -1.0133 -3.6833 1.3127
C: -1.7020 -2.6712 2.4040
S: -0.7181 -1.0473 2.5652
C: -0.8240 -0.0211 1.0020
B: 0.4094 -0.3158 -0.0768
O: 0.0436 -0.1342 -1.5256
O: 1.7668 -0.7701 0.2833
H: -3.5629 -3.4606 -0.5351
H: -2.7412 -4.5201 -1.5585
H: -1.7109 -2.3914 -0.5690
H: -0.7079 -3.9961 -0.9356
H: 0.1619 -3.5285 1.3524
H: -1.2232 -4.7956 1.6268
H: -1.5766 -3.1982 3.4682
H: -2.8522 -2.5024 2.2675
H: 0.6213 -1.4864 2.6833
H: -0.7473 1.1362 1.2605
H: -1.8893 -0.2490 0.5139
H: -0.9633 0.0226 -1.5814
H: 1.9396 -1.6519 -0.1950
C: 2.6573 1.3210 -4.4539
C: 2.5658 1.4982 -2.9603
C: 3.8893 2.1569 -2.6377
O: 4.2601 2.9306 -3.7871
C: 3.3990 2.5704 -4.8761
H: 1.6863 1.2156 -4.9443
H: 3.2577 0.4334 -4.6863
H: 1.7410 2.1784 -2.7174
H: 2.4103 0.5637 -2.4152
H: 4.6738 1.4115 -2.4694
H: 3.8312 2.8067 -1.7597
H: 2.7082 3.4036 -5.0452
H: 3.9930 2.4202 -5.7818
C: 0.8256 -1.4548 7.0021
C: -0.3681 -1.6930 7.8903
C: -1.4644 -1.9618 6.8826
O: -0.8411 -2.5669 5.7413
C: 0.5807 -2.4325 5.8737
H: 1.7843 -1.6127 7.5024
H: 0.8036 -0.4279 6.6182
H: -0.2000 -2.5843 8.5062
H: -0.5957 -0.8559 8.5552
H: -1.9366 -1.0310 6.5511
H: -2.2399 -2.6264 7.2741
H: 0.9889 -3.4212 6.1101
H: 1.0092 -2.0956 4.9257
C: -0.6344 4.3711 -4.1980
C: -1.0556 3.2307 -5.0884
C: -1.8227 2.3466 -4.1293
O: -2.4091 3.2102 -3.1457
C: -1.8295 4.5152 -3.2813
H: -0.4010 5.2901 -4.7417
H: 0.2494 4.0817 -3.6173
H: -1.7262 3.6008 -5.8729
H: -0.2197 2.7152 -5.5681
H: -1.1551 1.6519 -3.6086
H: -2.6072 1.7696 -4.6273
H: -2.5878 5.1735 -3.7189
H: -1.5581 4.9024 -2.2954

Atoms 1-6, force components in eV/Å:
N 0.746 2.053 -0.910
C 0.584 -0.652 -0.697
C -0.006 0.131 -0.492
C 0.441 -2.390 0.321
S -0.528 -0.096 0.450
C -0.021 0.642 -1.075


Entry 2:
Density functional theory data (ωB97M-V/def2-TZVPD) for a 9-piece molecular cluster, C16H37Cl2N5O19 overall.

The frontier orbital gap is 9.4 eV. As for the relative energy (zero: lowest compared OMol25 entry of this formula, charge and spin): 0.0 kJ/mol. Its SMILES is C[N+](=O)[O-].C[N+](=O)[O-].C[N+](=O)[O-].C[N+](=O)[O-].C[N+](=O)[O-].COC(=O)OC.COC(=O)OC.COC(=O)OC.ClCCCl. The calculation puts the max |F| at 1.51 eV/A.

Cartesian coordinates (Å):
C: -1.0125 -0.2735 -4.2817
N: -1.7339 0.8419 -4.9575
O: -1.4673 1.0487 -6.1239
O: -2.5375 1.4691 -4.3007
H: 0.0297 0.0170 -4.2022
H: -1.1092 -1.1409 -4.9269
H: -1.4682 -0.4124 -3.3116
C: 4.7284 -3.8192 -1.2219
N: 4.0273 -5.0648 -0.8261
O: 3.5075 -5.7206 -1.7021
O: 4.0119 -5.3364 0.3578
H: 4.7682 -3.7816 -2.3025
H: 5.7263 -3.8736 -0.7968
H: 4.1690 -2.9935 -0.7944
C: 2.7668 -2.1097 5.0942
N: 1.5187 -1.6654 4.4214
O: 1.4196 -0.4753 4.1686
O: 0.7068 -2.5064 4.1205
H: 2.8094 -1.6601 6.0811
H: 3.5917 -1.7896 4.4671
H: 2.7185 -3.1893 5.1848
C: 5.5763 1.1284 2.2917
N: 4.3968 0.6484 1.5531
O: 4.0277 1.3271 0.6123
O: 3.8058 -0.3178 1.9876
H: 5.8955 0.4070 3.0360
H: 5.2648 2.0497 2.7795
H: 6.4190 1.3481 1.6428
C: 0.7233 3.4006 0.0302
N: -0.2128 3.5735 1.1693
O: -0.2453 4.6657 1.7006
O: -0.9044 2.6285 1.4777
H: 1.4332 4.2182 0.0349
H: 0.1014 3.4649 -0.8599
H: 1.2143 2.4411 0.1440
C: -1.0212 4.9761 -5.1474
O: -0.5671 3.9656 -4.2566
C: 0.7476 3.7529 -4.2774
O: 1.5464 4.2533 -5.0182
O: 1.0248 2.8858 -3.3006
C: 2.3767 2.4095 -3.2605
H: -2.0984 5.0524 -5.0314
H: -0.8027 4.7415 -6.1868
H: -0.5756 5.9372 -4.8877
H: 2.5486 1.9748 -2.2821
H: 3.0551 3.2516 -3.3895
H: 2.4935 1.6594 -4.0395
C: -5.8796 1.2523 3.4158
O: -4.5181 0.8534 3.4822
C: -4.3109 -0.4652 3.4392
O: -5.1608 -1.2868 3.2755
O: -3.0350 -0.7814 3.6198
C: -1.9778 0.0545 3.1920
H: -6.4218 0.8454 4.2698
H: -6.3652 0.9684 2.4856
H: -5.8806 2.3373 3.4996
H: -1.8400 -0.0455 2.1140
H: -1.0673 -0.2729 3.6850
H: -2.1717 1.0985 3.4287
C: -4.3469 -1.2169 -2.1986
O: -4.0682 -1.2264 -0.8116
C: -3.4958 -2.3421 -0.3552
O: -3.0795 -3.2537 -1.0179
O: -3.4575 -2.2598 0.9674
C: -2.9615 -3.4098 1.6453
H: -4.5135 -0.1832 -2.4840
H: -5.1949 -1.8618 -2.4183
H: -3.4885 -1.5756 -2.7709
H: -1.9526 -3.6864 1.3419
H: -3.6139 -4.2414 1.3587
H: -3.0323 -3.3137 2.7212
Cl: 0.9125 -0.2679 -1.4480
C: 0.8338 -0.4415 0.3331
C: 1.3322 -1.7765 0.7898
Cl: 0.5933 -3.1499 -0.0777
H: -0.2145 -0.3135 0.5846
H: 1.4512 0.3445 0.7533
H: 1.1226 -1.9453 1.8417
H: 2.4082 -1.8452 0.6682

Atoms 1-6, force components in eV/Å:
C -0.162 0.038 -0.156
N -0.023 0.043 0.086
O 0.054 0.057 0.003
O -0.036 -0.014 -0.058
H 0.021 0.048 0.005
H 0.028 -0.049 0.049


Entry 3:
Density functional theory data (ωB97M-V/def2-TZVPD) for a 3-piece molecular cluster, C16H37N5O6S overall.

The frontier orbital gap is 9.5 eV. As for the relative energy (zero: lowest compared OMol25 entry of this formula, charge and spin): 0.0 kJ/mol. Its SMILES is CC(C)[C@H](C)CO[C@]1(CCCCN)CCCOS1(=O)=O.NC(N)=O.NC(N)=O. The calculation puts the max |F| at 0.74 eV/A.

Cartesian coordinates (Å):
C: -3.0489 1.5071 -4.8470
C: -2.3164 0.2843 -5.4355
C: -1.1659 0.6831 -6.3837
C: -1.8131 -0.6610 -4.3381
C: -2.9442 -1.4223 -3.6201
C: -0.9194 0.0772 -3.3448
O: 0.1460 -0.8077 -2.9690
C: 0.8190 -0.5343 -1.7879
C: 1.1425 0.9597 -1.5778
C: 0.2055 1.8187 -0.7272
C: 0.5423 3.3205 -0.8442
C: -0.6933 4.2198 -0.9681
N: -0.9361 4.6473 -2.3617
C: 2.0914 -1.3879 -1.7930
C: 2.6010 -1.7782 -0.3937
C: 1.9893 -0.9748 0.7336
O: 0.5621 -1.1721 0.8801
S: -0.2620 -1.2981 -0.4922
O: -0.3413 -2.6912 -0.8096
O: -1.4799 -0.5708 -0.3231
H: -2.4351 2.4060 -4.8888
H: -3.3676 1.3340 -3.8191
H: -3.9528 1.7208 -5.4163
H: -3.0403 -0.2806 -6.0222
H: -1.2323 1.7253 -6.6878
H: -1.2114 0.0838 -7.2931
H: -0.1938 0.4866 -5.9344
H: -1.1686 -1.4066 -4.8106
H: -2.6124 -2.4304 -3.3772
H: -3.8225 -1.4981 -4.2582
H: -3.2106 -0.9507 -2.6759
H: -0.4890 0.9646 -3.8166
H: -1.4933 0.3798 -2.4719
H: 1.2670 1.4133 -2.5617
H: 2.1294 1.0065 -1.1163
H: 0.2830 1.5170 0.3174
H: -0.8337 1.6777 -1.0113
H: 1.1485 3.6495 -0.0015
H: 1.1500 3.4780 -1.7390
H: -1.5779 3.7087 -0.5859
H: -0.5511 5.1094 -0.3542
H: -1.9080 4.5131 -2.6020
H: -0.4064 4.0699 -3.0007
H: 2.8526 -0.8760 -2.3786
H: 1.8347 -2.2945 -2.3384
H: 3.6756 -1.5898 -0.3410
H: 2.4717 -2.8417 -0.2091
H: 2.4208 -1.2862 1.6835
H: 2.1908 0.0887 0.6196
N: -0.1900 -1.4583 4.2846
C: 0.6937 -1.0578 5.2378
N: 1.7636 -0.3335 4.7788
O: 0.5447 -1.3185 6.4208
H: -0.0761 -1.2532 3.3091
H: -0.9893 -1.9828 4.5870
H: 2.4316 -0.0157 5.4541
H: 1.8895 -0.0969 3.8140
N: 1.6688 -1.9793 9.0787
C: 1.1077 -2.9044 9.9098
N: 1.5890 -2.9000 11.1999
O: 0.2441 -3.6854 9.5545
H: 2.3832 -1.3491 9.3866
H: 1.3491 -1.9280 8.1198
H: 1.1975 -3.5654 11.8377
H: 2.2969 -2.2691 11.5210

Atoms 1-6, force components in eV/Å:
C -0.155 -0.152 -0.161
C 0.099 0.222 0.073
C -0.364 -0.287 -0.122
C 0.002 -0.217 0.148
C 0.392 -0.004 -0.074
C -0.071 0.009 -0.358